Record 1
{"formula": "C2H8OP2", "method": "ωB97M-V/def2-TZVPD", "max_force_ev_per_a": 3.287, "s_squared": 2.011, "multiplicity": 3, "gap_ev": [7.0, 6.5], "mol_weight_g_mol": 110.03, "relative_energy_kcal_mol": 28.1, "species": ["C", "H", "H", "P", "H", "C", "O", "H", "H", "H", "H", "P", "H"], "coordinates": [[1.120, 0.467, -0.325], [1.038, 0.170, -1.336], [0.490, 2.300, -0.645], [-0.489, -0.018, 0.362], [-0.260, -0.386, 1.684], [-0.509, -1.787, -0.176], [1.229, 1.839, -0.080], [-1.156, -1.860, -1.020], [-0.678, 2.354, 1.266], [0.499, -2.031, -0.421], [1.997, 0.018, 0.096], [-2.178, 1.204, 0.022], [-1.103, -2.272, 0.573]]}

Record 2
{"formula": "C3H9N2O", "method": "ωB97M-V/def2-TZVPD", "smiles": "CC(=O)[C@H](N)[NH3+]", "max_force_ev_per_a": 4.891, "gap_ev": 10.9, "mol_weight_g_mol": 89.12, "total_charge": 1, "relative_energy_kcal_mol": 53.5, "species": ["H", "H", "N", "H", "H", "H", "C", "O", "C", "N", "H", "H", "C", "H", "H"], "coordinates": [[-0.174, -1.656, 0.488], [-0.950, -2.053, -1.019], [-1.033, -1.485, -0.226], [-0.849, 0.267, 1.684], [-1.915, 1.253, 0.679], [0.930, 1.793, -0.631], [0.947, -0.154, -0.105], [1.412, -1.186, 0.378], [1.627, 1.074, -0.250], [-1.109, 0.724, 0.781], [1.993, 1.381, 0.755], [-0.796, 0.494, -1.363], [-0.654, 0.088, -0.378], [2.581, 1.067, -0.959], [-2.011, -1.606, 0.168]]}

Record 3
{"formula": "C5H9N2", "method": "ωB97M-V/def2-TZVPD", "smiles": "CCc1c[nH]c[nH+]1", "max_force_ev_per_a": 1.005, "gap_ev": 10.8, "mol_weight_g_mol": 97.14, "total_charge": 1, "relative_energy_kcal_mol": 20.2, "species": ["N", "H", "C", "H", "H", "H", "H", "H", "C", "C", "H", "C", "H", "N", "H", "C"], "coordinates": [[-0.686, 0.957, -0.081], [1.399, -1.688, -0.211], [0.271, -0.017, 0.276], [0.610, -2.020, -2.479], [-0.062, 1.824, 2.844], [-1.519, 2.629, 1.040], [-0.761, 1.247, -1.049], [-0.966, -1.391, -2.146], [0.688, 0.315, 1.515], [0.085, -1.230, -1.944], [1.314, -0.202, 2.219], [-0.864, 1.777, 0.949], [0.377, -0.281, -2.389], [-0.028, 1.441, 1.911], [-0.266, -2.048, -0.005], [0.406, -1.312, -0.451]]}

Record 4
{"formula": "C16H39F3N3O5V", "method": "ωB97M-V/def2-TZVPD", "max_force_ev_per_a": 2.154, "s_squared": 3.755, "multiplicity": 4, "gap_ev": [7.8, 8.6], "mol_weight_g_mol": 461.44, "total_charge": 1, "species": ["C", "H", "H", "H", "C", "C", "H", "V", "C", "O", "C", "H", "H", "H", "H", "H", "H", "H", "N", "C", "O", "H", "H", "H", "H", "O", "C", "H", "H", "H", "H", "H", "H", "O", "H", "N", "C", "C", "H", "H", "H", "H", "F", "H", "H", "C", "C", "H", "C", "H", "F", "H", "C", "C", "C", "H", "H", "O", "H", "N", "F", "C", "H", "H", "H", "H", "H"], "coordinates": [[4.157, 2.112, 1.833], [-2.769, -4.608, 1.642], [4.354, 2.647, 2.762], [-1.281, -4.687, 2.478], [-2.309, 0.156, -2.063], [4.126, 0.610, 1.938], [-2.350, -0.901, -2.318], [-0.253, -0.727, -0.147], [-1.078, 0.859, -2.613], [0.102, 0.363, -2.011], [4.130, -1.607, -0.511], [3.246, 2.554, 1.413], [-1.753, 3.299, 2.717], [1.497, 0.387, -3.569], [-3.642, 1.892, -2.448], [1.147, 2.822, 3.144], [-2.239, 1.272, -0.337], [4.843, 2.547, 1.099], [-2.201, 0.292, -0.597], [-1.206, 3.076, 1.798], [1.801, -1.416, 0.344], [1.340, 1.909, -2.804], [3.570, 0.307, 2.832], [-0.474, 3.880, 1.636], [-1.836, 5.127, 0.485], [-0.715, -2.461, -1.460], [-2.656, 4.402, 0.527], [-0.166, -3.685, -3.043], [-3.232, 4.590, 1.435], [-1.174, 0.959, 2.186], [0.245, 1.664, 4.118], [5.123, 0.174, 1.883], [-0.040, -3.459, 0.864], [-1.970, 3.151, 0.620], [-2.561, -2.204, 1.033], [0.358, 1.300, 0.783], [-0.524, -2.671, -2.865], [-3.627, 0.805, -2.500], [-1.184, 0.695, -3.693], [-1.424, -2.604, -3.484], [-1.353, -2.229, 2.191], [1.333, 1.358, 1.080], [4.453, -0.591, -1.372], [0.178, -1.915, -3.203], [-3.865, 0.626, -3.554], [-1.690, -4.627, 1.468], [0.625, 1.866, 3.114], [-4.432, 0.284, -1.982], [-0.443, 1.751, 2.015], [-2.452, -3.666, -1.077], [3.735, -2.631, -1.300], [1.351, 1.072, 2.942], [-1.388, -3.531, -0.843], [1.308, 0.834, -2.591], [3.115, -1.225, 0.587], [-3.000, -0.189, -0.197], [0.462, 2.156, 0.226], [3.254, 0.156, 0.889], [2.119, 0.690, -1.879], [-1.561, -2.127, 1.202], [5.332, -1.946, 0.013], [-1.115, -3.440, 0.666], [-3.282, 4.399, -0.360], [-1.005, -4.513, -1.141], [-1.430, -5.550, 0.948], [-1.063, 1.940, -2.432], [3.442, -1.776, 1.482]]}

Record 5
{"formula": "C6H12N", "method": "ωB97M-V/def2-TZVPD", "smiles": "CC1=CC[NH2+][C@@H]1C", "max_force_ev_per_a": 6.445, "gap_ev": 10.5, "mol_weight_g_mol": 98.17, "total_charge": 1, "relative_energy_kcal_mol": 47.5, "species": ["H", "H", "C", "N", "H", "C", "H", "C", "C", "C", "H", "H", "H", "H", "H", "C", "H", "H", "H"], "coordinates": [[2.117, -0.805, -0.672], [2.130, -1.641, 0.919], [-0.943, -0.038, -0.444], [0.971, 0.979, 0.842], [1.630, 1.033, 1.595], [-0.179, 1.961, 0.653], [-0.123, -0.831, 1.457], [1.511, -1.328, 0.025], [-1.152, 1.244, -0.221], [0.433, -0.397, 0.683], [-0.922, -1.659, -1.991], [-2.072, 1.697, -0.677], [-1.752, -2.038, -0.642], [-0.838, 2.155, 1.483], [-2.496, -0.901, -1.653], [-1.553, -1.109, -1.227], [0.317, 2.876, 0.167], [1.272, -2.286, -0.402], [1.648, 1.087, 0.105]]}

Record 6
{"formula": "C3H8N3OS", "method": "ωB97M-V/def2-TZVPD", "smiles": "[H]/N=[NH+]/CCCSN=O", "max_force_ev_per_a": 4.498, "gap_ev": 7.5, "mol_weight_g_mol": 134.18, "total_charge": 1, "relative_energy_kcal_mol": 116.4, "species": ["H", "H", "H", "N", "N", "H", "N", "C", "H", "O", "H", "S", "C", "H", "C", "H"], "coordinates": [[-0.149, -1.148, 1.710], [1.293, -0.897, 0.626], [-0.495, 1.514, 1.316], [2.135, 1.775, -0.608], [0.043, -0.137, -1.418], [-1.101, -1.411, -0.533], [0.228, 1.033, -1.770], [0.271, -0.494, 0.948], [-1.458, 0.163, -0.075], [3.095, 1.949, -1.342], [0.605, 0.971, 2.479], [2.074, 1.560, 0.957], [-0.686, -0.463, -0.256], [0.578, -0.874, -1.806], [0.427, 0.913, 1.437], [0.743, 1.048, -2.653]]}